Record 1
ORCA calculation (ωB97M-V/def2-TZVPD) on a structure of composition C20H20I2N4O5W at a distorted geometry.

The geometry in XYZ format:
```
52
Properties=species:S:1:pos:R:3:nbo_charge:R:1
W -0.3084 -0.3155 0.2647 2.2245
I 0.9328 -2.9209 1.7195 0.2143
I 3.3890 -3.9066 1.9362 0.0411
O -3.5216 0.8107 2.3209 -0.4456
O -1.9011 -0.2693 -0.9889 -0.7309
O -3.3777 -2.7900 0.3283 -0.5040
O -1.5002 0.6924 1.3397 -0.6882
O 0.8078 0.3313 1.7149 -0.6841
N -1.4770 -1.7787 1.1849 -0.7195
N 1.6460 -0.2107 -0.7007 -0.5731
N -0.2661 -2.0489 -1.1338 -0.7908
N -0.1828 1.5610 -0.7989 -0.5250
C -2.2106 -2.5515 0.2459 0.6955
C -1.1999 2.3511 -1.0160 0.2528
C 2.0628 0.1420 2.1430 0.4388
C -2.2774 -1.3105 2.3080 -0.3644
C 2.3544 0.3821 3.4817 -0.2609
C -4.8941 2.5514 -0.9381 -0.1936
C -2.5874 0.1519 2.0449 0.7946
C -2.5602 1.9996 -0.8571 -0.2199
C 2.8241 -0.2537 -0.1313 0.2445
C 4.3989 -0.4322 1.7383 -0.1041
C -1.3151 -3.0682 -0.8662 -0.3355
C 3.0806 -0.2740 1.2576 -0.2594
C 3.6448 0.1779 3.9308 -0.0948
C 4.6702 -0.2290 3.0662 -0.2114
C -2.8872 0.6259 -0.9823 0.4524
C 1.0835 1.9035 -1.4786 -0.2307
C -4.2123 0.2226 -1.1315 -0.2883
C -5.1963 1.1882 -1.0806 -0.0887
C 1.6046 0.5560 -1.9642 -0.2238
C -3.5891 2.9632 -0.8638 -0.1118
H 1.5663 0.7124 4.1438 0.2529
H -1.8882 -3.2738 -1.7657 0.2641
H 0.9108 0.1128 -2.6814 0.2103
H -5.6951 3.2759 -0.9100 0.2516
H 3.6913 -0.1627 -0.7856 0.2213
H 3.8727 0.3497 4.9747 0.2503
H -3.2069 -1.8690 2.4003 0.2883
H -0.9846 3.3338 -1.4329 0.2246
H 1.7920 2.3409 -0.7715 0.2251
H -1.7143 -1.3835 3.2416 0.2539
H -0.8378 -3.9890 -0.5331 0.2625
H 5.1861 -0.7149 1.0509 0.2388
H -3.3445 4.0152 -0.7990 0.2401
H 0.9002 2.6053 -2.2906 0.2384
H 2.5931 0.6132 -2.4198 0.2417
H -0.4856 -1.6089 -2.0246 0.4349
H 5.6727 -0.3608 3.4466 0.2527
H -6.2324 0.8849 -1.1536 0.2485
H -4.4517 -0.8260 -1.2418 0.2554
H 0.6562 -2.4697 -1.1936 0.4343
```

Results
charge = +2
orbital gap = 6.2150 eV
E_LUMO = -8.541 eV

---

Record 2
ORCA calculation (ωB97M-V/def2-TZVPD) on an isolated molecule of C20H20N2O4.

The geometry in XYZ format:
```
46
Properties=species:S:1:pos:R:3:nbo_charge:R:1
O -0.4802 3.0500 3.5739 -0.6830
O 2.4609 1.1421 2.7626 -0.6255
O -1.0725 1.5789 5.1421 -0.5902
O 1.4664 1.6910 -0.5949 -0.5185
N 0.3887 1.2868 1.8728 -0.6084
N -0.6294 -2.6871 0.2568 -0.5121
C 1.2269 -1.0259 -2.9718 -0.1823
C 2.1789 -0.6322 -0.4069 -0.3212
C -0.2903 0.7422 3.0187 -0.1492
C 2.2386 2.0327 0.5321 -0.1623
C -0.6454 -2.1172 1.4979 -0.0093
C -1.7268 -0.7379 0.1050 -0.0276
C 1.1047 0.2257 -2.3966 -0.0719
C -2.2539 -1.0246 -2.6024 -0.2246
C 1.5974 0.4198 -1.0988 0.3686
C -1.3171 -0.9290 1.4606 -0.1246
C 0.4698 1.3695 -3.1218 -0.6300
C 1.8155 -2.0773 -2.2877 -0.2511
C 2.2840 -1.8779 -1.0044 -0.1955
C -1.5506 -2.0264 -1.9717 -0.2121
C -1.5757 0.0077 2.5948 -0.4133
C 1.7237 1.4383 1.8457 0.6560
C -2.4321 0.2639 -0.5631 -0.2274
C -0.6488 1.8116 4.0438 0.7885
C -1.2833 -1.8710 -0.6179 0.1138
C -2.6846 0.1087 -1.9067 -0.2394
H 0.3999 0.0451 3.5102 0.2519
H 0.2699 1.1071 -4.1570 0.2118
H -0.1730 -3.5500 0.0171 0.4161
H -0.1835 -2.6069 2.3336 0.2130
H -0.7046 3.7024 4.2567 0.5015
H -3.2333 0.8717 -2.4398 0.2128
H -2.7814 1.1412 -0.0370 0.2068
H -1.9629 -0.5254 3.4646 0.2445
H 2.1776 3.1235 0.6084 0.2186
H 0.8606 -1.1773 -3.9766 0.2100
H 1.1186 2.2429 -3.0884 0.2230
H 3.2902 1.7496 0.4041 0.2077
H -0.1578 1.5765 1.0755 0.4164
H -2.4807 -1.1117 -3.6544 0.2127
H -2.3214 0.7436 2.2874 0.2129
H 1.9086 -3.0446 -2.7588 0.2101
H -1.2195 -2.9039 -2.5060 0.2145
H 2.5524 -0.4959 0.5956 0.2297
H -0.4692 1.6369 -2.6395 0.2285
H 2.7449 -2.6875 -0.4576 0.2101
```

Results
charge = 0
orbital gap = 8.6318 eV
E_LUMO = 0.617 eV
SMILES = Cc1ccccc1OCC(=O)N[C@H](Cc1c[nH]c2ccccc12)C(=O)O

---

Record 3
ORCA calculation (ωB97M-V/def2-TZVPD) on an isolated molecule of C20H20N2O4 at a distorted geometry.

The geometry in XYZ format:
```
46
Properties=species:S:1:pos:R:3:nbo_charge:R:1
O 2.3018 -3.3600 -0.8498 -0.5994
O -3.0923 2.8412 -0.0175 -0.4794
O -5.2215 1.2371 0.0251 -0.6536
O -5.0254 -1.4064 0.0219 -0.5189
N -1.0463 -4.4024 0.1872 -0.3086
N 2.5528 -1.7725 0.7448 -0.6144
C 1.9498 2.1284 -1.0798 -0.2322
C 2.6900 0.9666 -1.2249 -0.1783
C -4.9715 -2.8153 0.0140 -0.2515
C 2.1646 2.9571 0.0081 -0.2279
C -2.8528 1.5032 -0.0216 0.2419
C -3.8400 -0.7158 0.0001 0.2339
C -1.5997 0.9166 -0.0467 -0.2903
C -1.4483 -0.4762 -0.0434 -0.0209
C -2.5842 -1.2892 -0.0211 -0.2979
C 1.8224 -2.5391 -0.1007 0.6781
C 3.6614 0.6219 -0.2929 -0.0238
C -0.1041 -0.9930 -0.0599 -0.0899
C 3.8745 1.4659 0.7916 -0.2210
C 3.1315 2.6232 0.9424 -0.2016
C 3.9921 -1.6802 0.6489 -0.2144
C -1.9917 3.7149 -0.0462 -0.2507
C 4.4237 -0.6666 -0.4284 -0.4390
C -0.4497 -3.4255 0.0817 0.2780
C 0.3421 -2.2693 -0.0052 -0.2815
C -3.9905 0.6799 0.0020 0.3012
H 2.5139 0.3207 -2.0737 0.2123
H 3.3084 3.2692 1.7898 0.2161
H -1.3491 3.5835 0.8310 0.1756
H 1.2053 2.3838 -1.8206 0.2166
H -6.0082 -3.1468 0.0353 0.2014
H -4.4464 -3.2001 0.8924 0.1876
H -2.4700 -2.3579 -0.0272 0.2394
H 4.3700 -2.6708 0.3873 0.2343
H 4.3786 -1.3914 1.6283 0.1983
H 5.4961 -0.4895 -0.3296 0.2211
H -4.4863 -3.1908 -0.8909 0.1865
H -0.7127 1.5298 -0.0635 0.2205
H -2.4148 4.7179 -0.0355 0.2047
H 1.5872 3.8628 0.1246 0.2141
H -5.8710 0.5189 0.0355 0.4984
H 4.2331 -1.1020 -1.4101 0.2241
H -1.3963 3.5838 -0.9559 0.1727
H 2.0851 -1.0584 1.2803 0.4032
H 0.6558 -0.2232 -0.1473 0.2242
H 4.6326 1.2163 1.5203 0.2106
```

Results
charge = 0
orbital gap = 7.8463 eV
E_LUMO = -0.275 eV
SMILES = COc1cc(/C=C(\C#N)C(=O)NCCc2ccccc2)cc(OC)c1O

---

Record 4
ORCA calculation (ωB97M-V/def2-TZVPD) on an isolated molecule of C20H20N2O5S2 at a distorted geometry.

The geometry in XYZ format:
```
49
Properties=species:S:1:pos:R:3:nbo_charge:R:1
S -1.3449 -0.3703 4.9331 2.3069
S 2.2601 -2.9626 -0.5737 2.3163
O -1.2469 0.3757 6.1496 -0.9260
O 3.2383 -3.9387 -0.1952 -0.9343
O 0.9947 2.0607 -4.7290 -0.4966
O -1.7364 -1.7444 4.9835 -0.9164
O 1.1624 -3.3657 -1.4016 -0.9251
N 3.1562 -1.7406 -1.3050 -0.8549
N 0.1905 -0.2132 4.2508 -0.8518
C 2.5822 -0.8047 -2.1660 0.0966
C 0.2837 -2.2083 1.1780 -0.1663
C -2.8473 2.4969 2.5434 -0.2056
C -4.2465 0.5545 2.2899 -0.2064
C -3.9375 1.8656 1.9636 -0.1815
C -2.0568 1.8129 3.4523 -0.2054
C -2.3706 0.5045 3.7614 -0.2587
C 2.5122 -1.4802 1.7119 -0.1389
C 1.2880 -0.3543 -1.9484 -0.1755
C 2.7434 0.6671 -4.0617 -0.2384
C -0.2035 -1.5761 2.3061 -0.2175
C 3.3061 -0.2800 -3.2348 -0.2151
C -3.4570 -0.1338 3.1973 -0.2171
C -1.2858 1.3924 -5.3144 -0.6393
C 2.0346 -0.8465 2.8413 -0.2541
C 1.4368 1.1118 -3.8544 0.2868
C 0.7167 0.5888 -2.7861 -0.2929
C -0.3632 2.4496 -4.7143 -0.0606
C 0.6701 -0.8848 3.1469 0.1693
C 1.6323 -2.1491 0.8827 -0.3782
H -0.3685 -2.7505 0.5114 0.2463
H 3.2990 1.0785 -4.8893 0.2260
H -5.0999 0.0699 1.8412 0.2243
H -1.2482 -1.6336 2.5580 0.2222
H 0.7171 -0.7546 -1.1268 0.2115
H -0.3888 3.3554 -5.3270 0.1931
H 3.5613 -1.4660 1.4646 0.2369
H -0.9790 1.1738 -6.3340 0.2161
H 4.3157 -0.6197 -3.4144 0.2093
H -1.2445 0.4707 -4.7395 0.2146
H -2.3084 1.7597 -5.3239 0.2134
H 4.0755 -2.0606 -1.5683 0.4191
H -0.2938 0.9062 -2.5830 0.2144
H -4.5528 2.4013 1.2564 0.2205
H -2.6159 3.5200 2.2895 0.2234
H 0.8669 0.2025 4.8703 0.4270
H 2.7106 -0.3192 3.4977 0.2168
H -1.2092 2.2790 3.9284 0.2337
H -3.6678 -1.1536 3.4795 0.2467
H -0.6812 2.7141 -3.6978 0.1654
```

Results
charge = 0
orbital gap = 8.2633 eV
E_LUMO = 0.231 eV
SMILES = CCOc1ccc(NS(=O)(=O)c2ccc(NS(=O)(=O)c3ccccc3)cc2)cc1

---

| no. | HOMO level (eV) |
| --- | --- |
| 1 | -14.76 |
| 2 | -8.02 |
| 3 | -8.12 |
| 4 | -8.03 |